[1]
Below is a single C2H5N3 molecule, with properties calculated with ωB97M-V/def2-TZVPD.

The geometry in XYZ format:
```
10
Properties=species:S:1:pos:R:3:nbo_charge:R:1
H 1.41 -1.45 -0.04 0.348
N 2.03 -0.62 0.01 -0.670
C 1.35 0.45 0.03 0.269
N -0.04 0.62 -0.05 -0.467
N -0.91 -0.43 0.00 -0.211
C -2.14 -0.17 0.00 -0.146
H 1.89 1.43 0.01 0.171
H -0.56 1.52 -0.01 0.370
H -2.85 -0.98 -0.02 0.187
H -2.66 0.80 0.17 0.149
```

SMILES: [H]/N=C\NN=C
Charge: 0
Molar mass in g/mol: 71.1
E_HOMO in hartree: -0.334
ΔE to the lowest compared entry with this formula, charge and spin in kJ/mol: 139.5

[2]
Below is a molecular structure, C13H16N6NiS, with properties calculated with ωB97M-V/def2-TZVPD.

The geometry in XYZ format:
```
37
Properties=species:S:1:pos:R:3:nbo_charge:R:1
Ni 0.99 -0.90 -0.26 1.188
N -2.22 -1.71 2.09 -0.469
C -2.71 -0.43 1.89 0.093
C -3.85 0.22 2.35 -0.202
C -4.02 1.53 1.94 -0.169
C -3.09 2.17 1.10 -0.179
C -1.97 1.52 0.65 -0.230
C -1.77 0.20 1.05 0.166
N -0.76 -0.71 0.77 -0.557
C -1.07 -1.83 1.41 0.382
C -0.20 -2.97 1.31 0.067
C -0.29 -4.21 1.86 -0.388
S 1.03 -5.17 1.39 0.634
C 1.64 -3.87 0.48 -0.126
N 0.91 -2.79 0.52 -0.521
H -2.67 -2.42 2.65 0.445
H -4.56 -0.27 3.00 0.245
H -4.89 2.07 2.28 0.246
H -3.27 3.19 0.81 0.239
H -1.25 2.01 0.01 0.210
H -1.07 -4.60 2.51 0.280
H 2.56 -3.96 -0.08 0.245
N 3.35 -0.12 -1.91 -0.657
N 2.80 -1.24 -1.23 -0.661
H 3.96 -0.40 -2.67 0.382
H 3.84 0.48 -1.26 0.378
H 3.46 -1.66 -0.59 0.384
H 2.56 -1.93 -1.94 0.404
C 2.08 3.52 -2.86 -0.585
C 0.85 3.27 -1.96 -0.548
C 0.86 1.94 -1.41 0.550
N 0.91 0.88 -0.99 -0.518
H 2.02 4.52 -3.28 0.253
H 2.12 2.80 -3.67 0.228
H 3.00 3.45 -2.28 0.221
H -0.07 3.40 -2.54 0.285
H 0.82 3.99 -1.14 0.283
```

Charge: +2
Molar mass in g/mol: 347.1
E_HOMO (spin up / spin down) in hartree: -0.533 / -0.533
ΔE to the lowest compared entry with this formula, charge and spin in kJ/mol: 34.1

[3]
Below is 3 unconnected molecules or ions with the total composition C18H15N3O6, with properties calculated with ωB97M-V/def2-TZVPD.

The geometry in XYZ format:
```
42
Properties=species:S:1:pos:R:3:nbo_charge:R:1
O -5.75 1.32 3.02 -0.401
N -5.48 1.62 1.83 0.496
O -6.39 1.50 1.01 -0.353
C -4.09 2.01 1.54 0.043
C -3.59 2.00 0.23 -0.190
C -2.38 2.67 -0.02 -0.209
C -1.68 3.32 0.93 -0.180
C -2.17 3.27 2.30 -0.192
C -3.34 2.52 2.66 -0.196
H -4.10 1.51 -0.59 0.249
H -1.89 2.71 -0.98 0.228
H -0.87 3.98 0.63 0.228
H -1.70 3.91 3.04 0.221
H -3.79 2.58 3.64 0.256
O 1.84 2.94 -3.62 -0.353
N 2.32 2.37 -4.60 0.514
O 2.34 2.87 -5.76 -0.398
C 3.20 1.14 -4.46 0.021
C 3.57 0.53 -5.59 -0.187
C 4.36 -0.58 -5.56 -0.207
C 4.71 -1.03 -4.32 -0.183
C 4.30 -0.53 -3.12 -0.211
C 3.54 0.67 -3.14 -0.167
H 3.24 0.88 -6.56 0.252
H 4.67 -1.08 -6.47 0.227
H 5.46 -1.80 -4.32 0.212
H 4.72 -0.86 -2.19 0.230
H 3.20 1.22 -2.28 0.249
O 1.17 -2.34 0.39 -0.350
N 1.02 -1.89 1.53 0.494
O 1.51 -0.75 1.87 -0.388
C 0.15 -2.65 2.46 0.069
C 0.36 -4.01 2.68 -0.196
C -0.41 -4.56 3.72 -0.201
C -1.42 -3.86 4.34 -0.189
C -1.69 -2.52 3.89 -0.180
C -0.88 -1.92 2.99 -0.221
H 1.24 -4.51 2.31 0.241
H -0.14 -5.57 3.98 0.221
H -1.86 -4.26 5.23 0.226
H -2.37 -1.93 4.48 0.224
H -0.94 -0.85 2.90 0.250
```

SMILES: O=[N+]([O-])c1ccccc1.O=[N+]([O-])c1ccccc1.O=[N+]([O-])c1ccccc1
Charge: 0
Molar mass in g/mol: 369.3
E_HOMO in hartree: -0.369
ΔE to the lowest compared entry with this formula, charge and spin in kJ/mol: 207.0